# 1
13
Properties=species:S:1:pos:R:3:forces:R:3 method="wB97M-V/def2-TZVPD" homo_lumo_gap_ev=8.039 charge=-1 de_lowest_kj_mol=75.7 mol_weight_g_mol=173.26
C 1.735 0.048 -0.151 1.52 0.91 -2.37
C 0.594 -0.023 0.731 -0.44 -0.79 3.27
O -2.026 0.359 0.973 1.56 1.55 -1.26
O -0.762 1.091 -1.139 -1.04 -0.51 0.58
O -0.384 2.248 0.904 -0.33 0.36 0.70
S -1.464 -1.911 -0.846 0.70 -0.79 -1.35
S 0.609 -0.876 2.141 0.08 0.54 -0.83
S -0.844 0.998 0.340 -0.10 0.18 0.10
H 2.826 -0.034 0.298 -2.49 0.65 -0.68
H 1.483 0.857 -0.980 1.23 -1.42 1.78
H 1.608 -0.902 -0.675 0.23 -0.17 -0.46
H -1.022 -0.699 -1.323 0.12 -0.72 -0.31
H -2.353 -1.156 -0.273 -1.04 0.19 0.83

***

# 2
11
Properties=species:S:1:pos:R:3:forces:R:3 method="wB97M-V/def2-TZVPD" multiplicity=2 homo_lumo_gap_ev="7.307 / 7.772" charge=+3 de_lowest_kj_mol=0.0 mol_weight_g_mol=281.44
H -4.619 0.092 0.119 0.34 0.08 0.20
O -2.915 0.957 -0.586 -1.55 1.91 0.84
O -1.832 0.720 -1.245 0.65 -3.07 0.24
C -3.913 -0.060 -0.708 -0.40 -1.03 -0.17
H -3.350 -0.995 -0.723 -0.42 -0.43 -0.07
Tl -1.013 2.255 -2.171 1.27 0.08 1.58
O -1.697 3.370 -3.574 1.74 1.20 -2.49
C -2.757 3.566 -4.162 -2.55 2.59 0.42
H -2.749 4.177 -5.079 0.35 -0.56 -0.45
H -4.511 0.089 -1.661 0.68 0.04 0.39
H -3.711 3.510 -3.609 -0.10 -0.79 -0.49

***

# 3
9
Properties=species:S:1:pos:R:3:forces:R:3 method="wB97M-V/def2-TZVPD" homo_lumo_gap_ev=9.700 charge=0 de_lowest_kj_mol=289.9 mol_weight_g_mol=76.03
C 0.319 -1.333 -0.027 1.22 -0.40 -0.72
C -0.384 -0.122 -0.365 -0.32 -3.22 -1.30
O 0.368 -1.473 -1.429 -1.65 2.51 1.23
P 0.329 1.394 -0.823 0.42 1.31 -0.74
H 1.284 -1.201 0.382 1.13 0.01 0.80
H -0.234 -2.115 0.416 -0.68 -0.76 0.90
H -1.441 -0.313 -0.319 -0.46 0.51 -0.52
H 1.401 1.307 0.054 0.59 0.00 0.28
H -0.418 2.188 0.069 -0.24 0.04 0.06

***

# 4
9
Properties=species:S:1:pos:R:3:forces:R:3 method="wB97M-V/def2-TZVPD" smiles="O=[PH]1CC1" homo_lumo_gap_ev=10.667 charge=0 de_lowest_kj_mol=106.9 mol_weight_g_mol=76.03
C -0.082 0.789 0.237 0.89 -1.54 -2.50
C -0.028 -0.742 0.315 -2.42 -1.75 -0.38
O 2.737 0.010 0.451 -2.29 0.07 -1.67
P 1.439 -0.023 -0.362 1.73 0.27 4.42
H -0.839 1.251 -0.364 -0.17 0.23 -0.09
H 0.118 1.120 1.165 0.50 2.06 2.91
H -0.195 -1.281 1.272 1.03 0.80 -0.32
H -0.858 -1.168 -0.277 0.96 0.00 -0.49
H 1.615 -0.155 -1.673 -0.24 -0.15 -1.88

***

# 5
9
Properties=species:S:1:pos:R:3:forces:R:3 method="wB97M-V/def2-TZVPD" smiles=O[C@@H]1CP1 homo_lumo_gap_ev=10.063 charge=0 de_lowest_kj_mol=162.3 mol_weight_g_mol=76.03
C 0.675 -0.405 0.002 -2.19 2.28 2.56
C -0.340 0.483 -0.631 0.19 -0.94 -1.18
O -1.581 0.620 0.013 0.98 -0.57 2.03
P 1.263 1.324 -0.139 0.30 0.85 -0.89
H 0.491 -0.954 0.900 -0.43 0.02 0.65
H 1.262 -0.923 -0.598 2.48 -2.48 -2.89
H -0.420 0.345 -1.737 -0.42 0.26 1.10
H -1.432 0.278 0.965 -0.53 0.92 -2.24
H 0.737 2.093 0.893 -0.37 -0.34 0.88

***

# 6
9
Properties=species:S:1:pos:R:3:forces:R:3 method="wB97M-V/def2-TZVPD" homo_lumo_gap_ev="6.741 / 6.767" charge=0 de_lowest_kj_mol=645.1 mol_weight_g_mol=76.03
C -0.585 1.496 0.362 0.97 3.04 1.35
C -1.364 -0.654 -0.421 1.00 -0.61 0.72
O -0.477 0.278 0.419 1.12 -4.52 -0.52
P 3.971 0.318 0.272 0.35 -0.66 0.59
H -1.479 1.792 -0.135 -1.55 0.30 -1.34
H -1.157 -1.775 -0.231 0.10 2.08 -0.11
H -1.141 -0.371 -1.462 -0.56 -0.21 0.50
H -2.302 -0.389 0.013 -1.06 -0.08 -0.60
H 4.534 -0.694 1.184 -0.37 0.66 -0.59